1.
The following is a DFT calculation (wB97M-V/def2-TZVPD) of 2 unconnected molecules or ions with the total composition C4H11NO.

The geometry in XYZ format:
```
17
Properties=species:S:1:pos:R:3:forces:R:3
C 1.4434 0.4442 -2.3487 -0.04 0.39 -0.29
N 0.8564 1.2791 -1.6090 0.01 -0.97 1.04
C 1.5982 1.7192 -0.3789 -1.68 0.68 -1.69
C 0.5601 2.1110 0.6828 0.03 -0.86 0.08
C 0.2672 0.9551 1.6426 1.30 0.25 0.76
H 2.5304 0.3012 -2.3941 -0.01 -0.36 0.54
H 0.8491 -0.1522 -3.0292 -0.03 0.27 -0.59
H 2.1797 0.8537 -0.0787 0.64 0.43 0.32
H 2.1205 2.6318 -0.6715 0.65 -0.29 0.22
H 0.9847 2.9671 1.2075 -0.34 -0.02 0.35
H -0.3925 2.3812 0.2323 0.24 0.40 -0.39
H -0.3866 1.2641 2.4554 -0.27 -0.12 -0.09
H -0.0588 0.0119 1.2092 -0.38 0.26 -0.40
H 1.2244 0.7013 2.1190 -0.12 -0.05 0.15
O -3.8562 -5.1287 1.3381 0.12 -0.01 -0.23
H -3.7419 -6.0280 1.0138 -0.05 -0.01 0.09
H -3.4643 -4.5856 0.6437 -0.07 0.02 0.14
```
Forces are in eV/Å.

Output
Calculated total energy ... -7862.596 eV
Structure (SMILES) ... C=NCCC.O
ΔE to the lowest compared entry with this formula, charge and spin ... 45.1 kcal/mol

Mulliken atomic charge list, values in e, 2 entries: atom 1 (C): -0.352, atom 2 (N): -0.413

=====

2.
The following is a DFT calculation (wB97M-V/def2-TZVPD) of 8 unconnected molecules or ions with the total composition C21H60NO7PS7.

The geometry in XYZ format:
```
97
Properties=species:S:1:pos:R:3:forces:R:3
C -0.0548 -0.9756 5.5797 -0.02 -0.54 0.29
C -0.8999 -2.3007 5.5252 0.42 0.20 -0.09
P -2.4888 -1.9575 4.5912 -0.55 0.46 0.13
C -2.4114 -2.7050 2.8591 0.09 -0.52 0.31
C -0.9395 -2.9785 2.4416 -0.43 0.32 -0.53
C -0.6870 -2.9671 0.9103 0.19 0.56 0.09
C -1.0022 -1.5625 0.2739 1.36 -1.25 0.25
C 0.3614 -0.8888 -0.1258 -1.56 -0.50 0.30
N 0.0925 0.4931 -0.5745 0.45 -0.52 0.10
H -0.4314 -0.2177 4.8765 0.14 -0.22 0.31
H 1.0040 -1.1732 5.3565 -0.31 0.06 -0.01
H -0.0967 -0.5876 6.6102 -0.02 0.17 -0.49
H -0.2747 -3.1020 5.1040 -0.41 0.14 0.03
H -1.1322 -2.5994 6.5601 -0.16 0.02 -0.46
H -3.4586 -2.7874 5.2545 0.59 -0.14 -0.29
H -2.9406 -1.9852 2.1995 0.49 -0.43 0.44
H -3.0214 -3.6267 2.8411 0.35 0.30 -0.09
H -0.3169 -2.1742 2.8785 0.00 -0.40 -0.22
H -0.5862 -3.9407 2.8398 -0.12 0.34 0.11
H 0.4021 -3.1206 0.7823 -0.44 -0.22 -0.03
H -1.1935 -3.7941 0.3815 0.02 0.30 0.34
H -1.5781 -1.6917 -0.6585 -0.07 0.25 0.48
H -1.5433 -0.9763 1.0313 0.04 0.14 -0.56
H 0.7778 -1.5275 -0.9225 0.08 0.55 0.08
H 1.0539 -0.9480 0.7262 -0.09 0.36 -0.29
H -0.2567 0.9740 0.2493 0.07 0.24 -0.10
H -0.7196 0.4097 -1.1801 0.04 0.26 -0.11
C 4.4909 -3.0114 -0.5316 -0.11 0.03 -0.08
S 4.8097 -2.2991 1.0927 -0.14 0.04 0.00
O 3.4860 -2.0452 1.7348 0.17 -0.02 -0.18
C 5.4201 -0.7178 0.4808 -0.06 0.12 -0.06
H 4.0594 -4.0009 -0.3897 0.03 0.02 0.10
H 3.7898 -2.3816 -1.0815 0.03 0.07 0.04
H 5.4290 -3.0995 -1.0799 0.01 0.01 0.04
H 4.6571 -0.2398 -0.1353 -0.04 -0.08 0.00
H 6.3283 -0.8799 -0.1003 -0.01 -0.05 0.02
H 5.6457 -0.0861 1.3384 -0.02 -0.09 0.05
C -7.1953 -1.3541 -0.1727 -0.06 0.09 -0.02
S -5.5663 -2.0828 0.0724 0.01 -0.04 0.03
O -5.0655 -1.6190 1.4017 -0.15 0.11 -0.20
C -4.7330 -1.1057 -1.1890 -0.04 0.12 -0.09
H -7.8789 -1.7976 0.5491 0.08 -0.04 0.02
H -7.1463 -0.2762 -0.0142 0.08 -0.02 0.03
H -7.5410 -1.5736 -1.1830 0.05 -0.06 0.01
H -4.8417 -0.0436 -0.9653 -0.02 -0.03 0.10
H -5.1618 -1.3354 -2.1646 0.00 -0.11 0.04
H -3.6783 -1.3734 -1.1842 -0.05 -0.06 0.06
C 3.9105 2.4489 -4.2241 -0.09 -0.05 -0.22
S 2.8958 1.4084 -3.1618 0.11 0.02 0.08
O 3.3441 -0.0039 -3.3595 -0.07 0.13 -0.03
C 1.3688 1.6223 -4.0923 -0.07 -0.05 -0.11
H 4.9314 2.4311 -3.8481 -0.05 -0.05 0.07
H 3.8944 2.0663 -5.2458 -0.02 -0.11 0.05
H 3.5361 3.4715 -4.1985 0.03 0.00 0.11
H 1.5127 1.2913 -5.1217 0.08 -0.01 0.03
H 1.0753 2.6722 -4.0693 0.05 0.00 0.05
H 0.5968 1.0189 -3.6184 0.09 0.00 0.10
C -5.4756 1.3193 7.4222 -0.06 -0.05 0.11
S -5.7079 1.5128 5.6450 -0.02 0.10 -0.10
O -6.7145 2.5959 5.4454 0.09 -0.25 0.13
C -6.5498 -0.0603 5.3954 -0.09 -0.07 0.05
H -4.9932 2.2182 7.8019 0.00 0.02 -0.09
H -6.4421 1.1901 7.9107 -0.02 0.02 -0.07
H -4.8366 0.4563 7.6123 0.02 0.01 -0.06
H -7.4477 -0.1017 6.0135 0.02 0.09 0.02
H -5.8744 -0.8772 5.6513 0.05 0.05 -0.05
H -6.8254 -0.1348 4.3450 0.09 0.06 -0.01
C 4.2754 7.9798 -4.3007 0.03 -0.03 -0.10
S 3.2546 6.9439 -3.2373 0.00 0.02 0.01
O 3.7016 5.5317 -3.4315 -0.05 0.26 -0.07
C 1.7297 7.1553 -4.1730 -0.03 -0.05 -0.09
H 5.2950 7.9589 -3.9197 -0.04 -0.05 0.05
H 4.2597 7.5935 -5.3201 -0.03 -0.06 0.04
H 3.9005 9.0033 -4.2776 -0.02 -0.02 0.05
H 1.8764 6.8213 -5.2006 0.07 -0.02 0.03
H 1.4355 8.2048 -4.1546 0.03 0.00 0.04
H 0.9548 6.5536 -3.7012 0.07 0.00 0.06
C 7.1676 4.3198 -2.4698 -0.08 -0.01 0.01
S 8.7379 4.9639 -3.0737 -0.05 -0.07 -0.15
O 8.7744 4.7356 -4.5466 -0.02 -0.02 0.31
C 9.7672 3.6973 -2.3084 0.03 -0.09 0.02
H 6.3652 4.9432 -2.8637 0.03 0.00 -0.03
H 7.0301 3.2934 -2.8112 0.09 0.01 -0.05
H 7.1523 4.3588 -1.3801 0.04 0.03 -0.01
H 9.4648 2.7113 -2.6624 -0.05 0.05 -0.05
H 9.6701 3.7566 -1.2239 -0.02 0.04 -0.02
H 10.8020 3.8836 -2.5902 -0.04 0.07 -0.04
C -4.2585 -5.5865 -0.6604 -0.04 -0.02 0.08
S -4.4986 -5.3928 -2.4370 -0.06 0.10 0.05
O -5.5029 -4.3062 -2.6383 0.12 -0.19 0.09
C -5.3497 -6.9623 -2.6805 -0.09 -0.04 0.02
H -3.7712 -4.6905 -0.2786 -0.01 0.01 -0.08
H -5.2219 -5.7121 -0.1659 -0.03 0.04 -0.07
H -3.6224 -6.4521 -0.4721 0.02 0.01 -0.07
H -6.2449 -6.9982 -2.0591 0.02 0.07 0.01
H -4.6783 -7.7824 -2.4250 0.03 0.04 -0.01
H -5.6311 -7.0376 -3.7293 0.05 0.08 0.00
```
Forces are in eV/Å.

Output
Calculated total energy ... -123701.722 eV

Mulliken atomic charge list, values in e, 2 entries: atom 1 (C): -1.070, atom 2 (C): -0.517

=====

3.
The following is a DFT calculation (wB97M-V/def2-TZVPD) of 10 unconnected molecules or ions with the total composition C25H38BI2N10O3.

The geometry in XYZ format:
```
79
Properties=species:S:1:pos:R:3:forces:R:3
C 0.0325 -1.8754 5.9925 0.70 -0.96 -0.71
C 0.6438 -2.1069 4.5566 0.43 2.03 1.01
I 0.0591 -3.8851 3.5100 0.12 0.98 0.74
C 1.4842 -1.1949 3.9971 -0.59 -1.79 0.19
I 1.8949 0.5862 5.2076 -0.17 -0.60 -0.60
B 2.1702 -1.3342 2.4833 -1.36 2.14 0.58
O 2.9083 -2.6367 2.3047 0.32 -2.06 -1.84
C 2.5600 -3.2423 1.1871 0.19 2.49 2.80
N 2.0609 -3.5349 0.1919 0.22 -1.07 -1.04
O 2.9830 -0.1242 2.2675 1.23 -1.43 -0.54
C 4.1755 -0.3472 1.5343 0.88 1.84 -0.07
C 5.4263 -0.7619 2.4326 -0.58 -0.10 0.76
C 5.2306 -0.3788 3.9395 -0.47 -0.60 -0.33
O 6.6319 -0.0944 1.9721 -0.45 -0.42 0.06
H -0.5843 -2.7590 6.2875 0.37 0.80 -0.14
H 0.9149 -1.7804 6.6832 -0.93 -0.15 -0.41
H -0.5435 -0.9281 6.0659 0.33 -0.81 -0.24
H 1.2423 -1.3452 1.7086 -0.09 -0.17 -0.12
H 4.4693 0.6586 1.1095 -0.21 -0.88 0.32
H 4.0600 -1.0193 0.6432 0.02 0.21 0.84
H 5.5029 -1.8804 2.3557 0.42 0.90 0.07
H 6.1394 -0.5767 4.5672 -0.47 -0.03 -0.74
H 4.9721 0.7026 4.0610 -0.07 -0.98 -0.16
H 4.4234 -1.0508 4.3325 0.57 0.96 -0.10
H 7.0715 0.2044 2.7806 -0.08 -0.10 -0.43
C -2.3859 -2.2885 9.8004 0.09 0.36 -0.41
C -2.2088 -1.2876 8.7249 -0.11 -0.60 0.65
N -2.0704 -0.5161 7.8902 -0.14 0.24 -0.01
H -3.3124 -2.8397 9.6437 0.04 0.04 -0.02
H -1.5502 -2.9875 9.7957 -0.03 0.05 -0.03
H -2.4273 -1.7887 10.7676 0.01 0.00 -0.06
C 3.2349 -5.3795 -2.7884 -0.24 -0.33 -0.38
C 2.5665 -6.2816 -3.7541 0.40 0.53 0.55
N 2.0489 -6.9799 -4.5016 -0.08 -0.13 -0.11
H 3.2343 -5.8311 -1.7974 -0.07 0.09 -0.03
H 4.2643 -5.2029 -3.0988 -0.06 -0.03 -0.03
H 2.7081 -4.4273 -2.7435 -0.01 -0.07 0.09
C 0.7475 -0.7018 -1.3311 0.26 0.48 -0.54
C 0.9352 0.2856 -2.4189 -0.07 -0.59 0.61
N 1.0802 1.0520 -3.2611 -0.05 0.21 -0.14
H -0.1785 -1.2512 -1.4862 0.05 0.06 0.02
H 1.5804 -1.4046 -1.3192 -0.04 0.02 0.04
H 0.7004 -0.1917 -0.3700 0.00 -0.09 -0.02
C -3.1663 -3.0428 0.8912 0.33 0.38 0.02
C -2.1083 -2.0110 0.8620 -0.60 -0.68 0.10
N -1.2835 -1.2169 0.8496 -0.12 0.27 -0.02
H -3.3519 -3.3515 1.9198 0.11 0.01 -0.03
H -4.0863 -2.6418 0.4658 0.06 0.02 0.00
H -2.8519 -3.9095 0.3105 0.05 0.05 0.04
C -2.0798 2.5661 -3.9501 -0.50 -0.18 -0.08
C -3.4708 2.1590 -4.2508 0.81 0.27 0.16
N -4.5497 1.8476 -4.4840 -0.19 0.02 -0.02
H -1.5368 2.7431 -4.8780 -0.06 -0.07 0.01
H -2.0825 3.4816 -3.3584 -0.04 -0.04 -0.02
H -1.5751 1.7812 -3.3879 0.00 0.03 -0.06
C -4.6246 6.1363 -4.5695 0.41 -0.10 -0.02
C -3.1793 6.2852 -4.8296 -0.77 -0.02 0.10
N -2.0586 6.4128 -5.0359 0.21 0.05 -0.02
H -4.9149 6.7704 -3.7330 0.05 0.03 -0.08
H -5.1902 6.4312 -5.4520 0.07 0.03 0.04
H -4.8520 5.0972 -4.3286 0.07 0.01 -0.04
C -3.0415 -7.3984 0.6486 0.30 0.28 0.38
C -2.2486 -6.6479 1.6480 -0.46 -0.46 -0.60
N -1.6333 -6.0666 2.4200 -0.08 -0.25 -0.06
H -3.3994 -6.7199 -0.1252 0.04 -0.02 0.04
H -2.4228 -8.1680 0.1887 0.00 0.06 0.03
H -3.8960 -7.8697 1.1328 0.05 0.04 0.00
C 1.1315 4.7036 -5.2413 -0.23 -0.20 -0.29
C 0.4471 3.8951 -6.2720 0.40 0.46 0.60
N -0.0927 3.2639 -7.0620 -0.10 -0.07 -0.15
H 1.1316 4.1681 -4.2916 0.00 -0.07 -0.08
H 2.1613 4.8959 -5.5407 -0.04 -0.08 -0.01
H 0.6122 5.6535 -5.1153 -0.07 -0.08 -0.05
C -2.3212 10.0316 -6.0492 -0.46 -0.14 0.13
C -3.6813 9.6812 -5.5857 0.71 0.17 -0.23
N -4.7362 9.4111 -5.2262 -0.09 -0.04 0.03
H -1.7392 10.4297 -5.2189 -0.05 -0.04 -0.01
H -1.8248 9.1432 -6.4389 -0.06 -0.01 0.08
H -2.3808 10.7827 -6.8362 -0.04 -0.03 0.05
```
Forces are in eV/Å.

Output
Calculated total energy ... -64461.654 eV
Total charge ... -1
ΔE to the lowest compared entry with this formula, charge and spin ... 8.7 kcal/mol

Mulliken atomic charge list, values in e, 2 entries: atom 1 (C): -1.254, atom 2 (C): 0.262